Record 1
ORCA calculation (wB97M-V/def2-TZVPD) on a structure of composition CHN2O4.

Geometry as XYZ:
```
8
Properties=species:S:1:pos:R:3:forces:R:3
C 1.088632 0.653751 -0.799346 0.6 -1.2 1.3
N -0.158821 0.254035 0.229037 -4.6 5.5 0.9
N -0.688870 -0.808755 0.738635 -0.8 -1.6 -2.3
O 1.977128 1.126700 -0.140921 0.4 0.6 -0.3
O 0.761510 0.315935 -1.894280 0.0 0.2 -1.5
O 0.013043 -1.818161 0.787235 0.9 -0.3 0.7
O -1.918454 -0.887502 0.929149 -0.2 0.8 0.9
H -1.074167 1.163997 0.150491 3.6 -4.0 0.4
```
Forces are in eV/Å.

Values from the calculation:
Net charge ... -1
Spin multiplicity ... 1
E_HOMO ... -5.26 eV
Frontier orbital gap ... 9.36 eV

---

Record 2
ORCA calculation (wB97M-V/def2-TZVPD) on a cluster of 2 separate species, CH2N3O3 in total.

Geometry as XYZ:
```
9
Properties=species:S:1:pos:R:3:forces:R:3
C -1.269035 0.288243 0.072777 -2.1 -0.5 0.0
N -3.585915 -0.275071 0.243576 -0.2 -2.2 -1.0
N -0.705891 -0.820146 0.076696 0.1 -1.3 0.0
N -0.932132 1.553584 0.032990 1.9 1.3 0.4
O -1.628502 2.605611 -0.276622 -0.2 -0.4 -0.1
O -3.740992 -1.375297 -0.209012 0.4 2.4 1.0
O 0.709485 -0.886785 -0.418419 0.5 0.5 -0.1
H -0.046525 1.761981 0.521318 -0.2 0.1 -0.3
H 0.822518 -1.840797 -0.495893 -0.2 0.2 0.1
```
Forces are in eV/Å.

Values from the calculation:
Net charge ... -1
Spin multiplicity ... 1
E_HOMO (spin up / spin down) ... -2.43 / -3.03 eV
Frontier orbital gap (spin up / spin down) ... 6.62 / 7.05 eV

---

Record 3
ORCA calculation (wB97M-V/def2-TZVPD) on an isolated molecule of C6H14O.

Geometry as XYZ:
```
21
Properties=species:S:1:pos:R:3:forces:R:3
C 1.164377 1.183843 -1.078404 0.0 0.0 0.0
C 0.670196 1.014414 0.358710 0.0 0.0 0.0
C 1.848397 1.067379 1.333878 0.0 0.0 0.1
C -0.107612 -0.293746 0.588743 0.0 -0.1 0.0
C -1.016691 -0.756031 -0.541540 0.3 -0.2 0.1
C -1.774017 -2.024373 -0.159292 0.0 0.0 0.0
O -1.915109 0.306224 -0.835718 -0.2 0.0 -0.2
H 1.772286 2.091982 -1.166924 -0.1 -0.1 0.0
H 0.323471 1.269698 -1.773660 0.2 0.0 0.1
H 1.790190 0.335461 -1.386647 -0.1 0.1 0.0
H -0.006667 1.851219 0.574486 0.1 -0.1 0.0
H 2.381132 2.022691 1.271076 -0.1 -0.1 0.0
H 2.566079 0.269452 1.098990 -0.1 0.1 0.0
H 1.523190 0.925945 2.371368 0.0 0.0 -0.1
H -0.712689 -0.191949 1.500966 0.1 0.0 -0.1
H 0.609125 -1.105821 0.777620 -0.1 0.1 0.0
H -0.392271 -0.967808 -1.425743 -0.1 0.1 0.1
H -2.431448 -1.824277 0.693813 0.1 0.0 -0.1
H -1.081820 -2.828270 0.115294 -0.1 0.1 -0.1
H -2.391252 -2.386128 -0.990984 0.1 0.1 0.1
H -2.474763 0.018992 -1.568169 0.0 0.1 0.1
```
Forces are in eV/Å.

Values from the calculation:
SMILES ... CC(C)C[C@@H](C)O
Spin multiplicity ... 1
E_HOMO ... -10.27 eV
Frontier orbital gap ... 11.23 eV

---

Record 4
ORCA calculation (wB97M-V/def2-TZVPD) on a structure of composition C4H5NdO6.

Geometry as XYZ:
```
16
Properties=species:S:1:pos:R:3:forces:R:3
O 1.790440 -0.747537 0.520165 1.2 -0.5 0.5
C 1.208852 0.223688 -0.034036 0.7 -0.1 -0.2
O 1.842984 1.256536 -0.378249 1.2 0.4 0.1
O -0.087131 0.172721 -0.323172 -0.4 0.6 -0.2
Nd 4.455272 0.363773 0.412546 -3.4 -0.1 -0.5
C -0.841924 -0.937732 0.148965 0.2 -1.1 2.0
C -2.287463 -0.992159 -0.234901 -0.6 1.1 -1.5
H -0.360991 -1.860628 -0.198605 -0.1 0.1 0.3
H -0.891130 -0.917438 1.268922 0.7 0.0 -0.8
H -2.391215 -1.046737 -1.326309 -0.2 0.1 0.2
O -2.997868 0.186945 0.257130 0.1 -1.4 0.6
C -2.918281 1.269544 -0.488824 1.6 0.4 -1.5
O -2.550871 1.306815 -1.643484 -0.7 0.0 0.5
O -3.138432 2.335461 0.269031 -0.7 0.3 0.5
H -3.169315 3.125737 -0.285138 0.1 -0.2 -0.2
H -2.773338 -1.873312 0.202445 0.3 0.4 0.1
```
Forces are in eV/Å.

Values from the calculation:
Expectation value of S² ... 6.0035
Net charge ... +1
Spin multiplicity ... 5
E_HOMO (spin up / spin down) ... -12.47 / -12.47 eV
Frontier orbital gap (spin up / spin down) ... 6.53 / 6.60 eV

---

Record 5
ORCA calculation (wB97M-V/def2-TZVPD) on an isolated molecule of C6H12O6.

Geometry as XYZ:
```
24
Properties=species:S:1:pos:R:3:forces:R:3
C -0.125336 -1.295445 1.006223 0.8 0.9 -1.7
C 1.209420 -0.864313 0.201612 -2.3 0.6 3.3
C -1.275197 -0.693928 0.187567 -2.2 0.2 0.0
C 0.999780 0.641606 -0.010371 -2.9 -1.1 -1.9
C -1.056145 0.737850 -0.278079 4.2 -1.0 1.1
C 1.565852 1.122933 -1.285060 -1.2 1.5 -0.4
O -0.049859 -0.763200 2.300805 -0.1 0.2 0.6
O 1.338292 -1.595034 -0.934476 3.2 -0.5 0.3
O -1.469638 -1.523747 -0.955675 0.1 -0.5 0.3
O 1.118675 1.514278 1.038769 1.2 1.8 -2.1
O -1.422137 1.664257 0.647122 0.5 0.4 0.4
O -1.513053 1.008508 -1.545607 -1.8 1.0 0.0
H -0.157598 -2.368630 1.016539 -0.3 -0.6 -0.1
H 1.977124 -1.144443 0.927389 0.5 0.4 -0.3
H -2.248134 -0.580588 0.728148 0.6 -0.8 0.3
H 2.642857 1.102356 -1.275102 0.5 -0.2 -0.3
H 1.251148 2.204619 -1.273367 0.3 -0.9 -0.8
H 1.094463 0.530235 -2.128465 0.9 1.1 0.9
H -0.173613 -1.473961 2.937451 0.0 0.2 0.0
H 0.532374 -1.596606 -1.361679 -2.9 -0.2 -1.7
H -2.266325 -1.190237 -1.382194 0.3 0.0 -0.3
H 0.975596 1.099074 1.838282 -0.4 -1.8 2.9
H -0.558565 1.952332 1.062834 -0.9 0.1 -0.4
H -2.389991 1.512091 -1.462666 1.9 -0.8 -0.1
```
Forces are in eV/Å.

Values from the calculation:
Spin multiplicity ... 1
E_HOMO ... -8.00 eV
Frontier orbital gap ... 8.53 eV

---

Record 6
ORCA calculation (wB97M-V/def2-TZVPD) on a cluster of 2 separate species, C4H10OS in total.

Geometry as XYZ:
```
16
Properties=species:S:1:pos:R:3:forces:R:3
C 2.118769 -0.816139 0.206851 -0.6 0.3 -0.8
C 1.517170 0.512211 0.609012 0.5 -0.5 2.9
O 1.288926 1.440579 -0.103276 -0.1 0.4 -0.5
H 2.358392 -0.740857 -0.893636 -0.2 -0.5 1.2
H 1.364335 -1.619600 0.452806 1.0 0.7 -0.3
H 3.028982 -0.912562 0.822741 -0.3 -0.3 -0.3
H 1.368524 0.598578 1.789684 0.2 0.0 -2.0
C -1.206341 -0.164675 -1.362193 2.4 -2.1 1.3
C -1.623453 0.545124 -0.078984 -2.5 -0.6 0.4
S -1.318000 -0.529655 1.418953 -0.4 0.5 -0.5
H -1.850756 -1.094640 -1.662473 1.6 1.4 1.1
H 0.008811 -0.263450 -1.338162 -3.2 -0.5 -0.2
H -1.356948 0.484914 -2.141683 -0.4 1.8 -2.0
H -1.120216 1.501354 0.116506 -0.2 -0.4 -0.5
H -2.781627 0.680968 -0.131046 2.1 0.1 0.2
H -1.796575 0.377851 2.294901 0.1 -0.2 -0.1
```
Forces are in eV/Å.

Values from the calculation:
SMILES ... CC=O.CCS
Spin multiplicity ... 1
E_HOMO ... -8.99 eV
Frontier orbital gap ... 9.82 eV

---

Relative energy (zero: lowest compared OMol25 entry of this formula, charge and spin), respectively: 145.4; 710.7; 16.2; 0.0; 183.7; 126.5 kJ/mol.
Largest force on an atom, respectively: 7.21; 2.59; 0.34; 3.47; 4.45; 3.40 eV Å⁻¹.
E, respectively: -449.11416; -429.06243; -312.24885; -1168.01902; -687.18259; -631.77651 hartree.